1.
{
  "formula": "C3H7N2O2",
  "method": "the ωB97M-V functional and the def2-TZVPD basis",
  "charge": 1,
  "gap_ev": 9.93,
  "multiplicity": 1,
  "e_tot_ha": -378.065575,
  "de_lowest_kcal_mol": 118.1,
  "homo_ev": -14.26,
  "symbols": ["C", "C", "C", "N", "N", "O", "O", "H", "H", "H", "H", "H", "H", "H"],
  "coordinates": [[0.46520, -1.93842, -0.18552], [-1.65839, 0.01203, -0.12355], [0.77835, 0.40494, 0.27010], [1.22390, -0.97749, -0.04856], [-0.46546, 0.63836, -0.14767], [-2.61827, 1.07600, -0.23037], [1.63582, 1.16271, -0.44375], [1.06753, -2.81259, 0.16421], [1.04324, 0.43444, 1.36251], [2.23620, -0.98832, 0.34193], [-0.86044, -1.46367, -0.45589], [-0.64637, 1.61587, 0.06744], [-3.61947, 0.77827, -0.22277], [1.41816, 2.05788, -0.34810]],
  "nbo_charge": [0.05, 0.42, 0.40, -0.45, -0.64, -0.70, -0.66, 0.24, 0.19, 0.44, 0.28, 0.42, 0.54, 0.49]
}

=====

2.
{
  "formula": "C16H34ClF3N3O3",
  "method": "the ωB97M-V functional and the def2-TZVPD basis",
  "charge": 1,
  "gap_ev": 6.32,
  "multiplicity": 1,
  "e_tot_ha": -1779.109844,
  "homo_ev": -11.00,
  "symbols": ["C", "C", "O", "C", "N", "Cl", "C", "N", "N", "C", "C", "C", "F", "C", "F", "F", "H", "H", "H", "H", "H", "H", "H", "H", "H", "H", "H", "H", "H", "H", "C", "C", "O", "C", "C", "H", "H", "H", "H", "H", "H", "H", "H", "H", "H", "C", "C", "O", "C", "C", "H", "H", "H", "H", "H", "H", "H", "H", "H", "H"],
  "coordinates": [[-2.18259, -1.18078, 2.93992], [-0.65254, -1.43565, 2.33015], [-0.38490, -0.60648, 1.14419], [0.84964, 0.18684, 1.28491], [1.52130, 0.49773, -0.05484], [3.02456, -0.35363, -0.39160], [0.99988, 1.40621, -0.98452], [-0.31869, 2.07152, -0.64709], [1.80165, 1.58792, -2.25371], [1.40584, 2.82215, -3.03325], [2.30889, 4.16976, -2.65647], [2.90695, 4.77883, -4.09483], [1.92876, 5.27099, -5.12907], [4.37422, 4.82686, -4.41109], [5.05057, 3.60949, -4.97050], [5.19660, 6.02916, -4.14171], [-2.41883, -0.02743, 3.03607], [-3.02184, -1.66047, 2.24428], [-2.34019, -1.65276, 4.00281], [-0.56930, -2.56782, 1.97137], [0.09733, -1.28794, 3.21735], [0.69642, 1.22003, 1.83168], [1.62902, -0.45196, 1.90906], [-0.27792, 2.59439, 0.25618], [-1.01462, 1.30422, -0.51924], [1.65966, 0.77156, -2.89709], [1.66861, 2.59101, -4.17431], [0.26416, 3.07855, -3.01602], [1.63412, 5.05441, -2.22366], [3.18482, 3.94223, -1.90714], [2.02662, -5.57318, 2.62045], [2.06262, -4.20547, 3.27962], [1.44717, -4.17999, 4.56483], [2.02391, -5.01629, 5.56466], [3.46644, -4.66649, 5.88563], [1.00477, -5.96652, 2.59951], [2.40623, -5.51444, 1.59518], [2.64224, -6.29576, 3.16393], [1.50473, -3.50079, 2.65407], [3.08603, -3.82174, 3.34023], [1.92494, -6.06962, 5.28316], [1.42119, -4.87959, 6.46840], [4.12631, -4.87025, 5.03726], [3.82320, -5.25613, 6.73552], [3.56274, -3.60283, 6.12672], [-3.50019, 1.02900, -4.39175], [-3.82989, 0.59854, -2.97315], [-3.54406, 1.59735, -1.99750], [-4.25496, 2.82702, -2.11668], [-5.76012, 2.66863, -1.99158], [-2.46845, 1.39034, -4.45720], [-3.62862, 0.19196, -5.08573], [-4.15143, 1.84228, -4.72483], [-3.21307, -0.26973, -2.71869], [-4.87162, 0.27266, -2.89005], [-3.98607, 3.33314, -3.04947], [-3.90178, 3.46920, -1.30330], [-6.17494, 2.10557, -2.83275], [-6.24769, 3.64800, -1.97224], [-6.01784, 2.12616, -1.07610]],
  "nbo_charge": [-0.66, -0.10, -0.56, 0.07, -0.38, 0.26, 0.73, -0.85, -0.62, -0.27, -0.48, 0.22, -0.34, 0.71, -0.31, -0.30, 0.22, 0.23, 0.25, 0.21, 0.20, 0.21, 0.24, 0.41, 0.44, 0.44, 0.25, 0.24, 0.27, 0.26, -0.65, -0.06, -0.55, -0.07, -0.64, 0.22, 0.21, 0.21, 0.16, 0.16, 0.17, 0.19, 0.20, 0.23, 0.21, -0.64, -0.07, -0.56, -0.06, -0.65, 0.20, 0.23, 0.21, 0.18, 0.17, 0.17, 0.18, 0.21, 0.23, 0.22]
}

=====

3.
{
  "formula": "C4H8S",
  "method": "the ωB97M-V functional and the def2-TZVPD basis",
  "gap_ev": 9.74,
  "multiplicity": 1,
  "e_tot_ha": -555.274363,
  "de_lowest_kcal_mol": 60.0,
  "smiles": "CC[C@@H]1CS1",
  "homo_ev": -8.73,
  "symbols": ["C", "C", "C", "C", "S", "H", "H", "H", "H", "H", "H", "H", "H"],
  "coordinates": [[-0.89250, 1.79867, 1.36183], [-0.25311, 0.28275, 1.31535], [0.20694, 0.35327, -0.07926], [-0.66772, -0.50398, -1.10641], [0.97180, -1.14455, -0.80991], [-1.13129, 2.10024, 2.50721], [-0.31651, 2.59441, 0.97052], [-1.74250, 1.71991, 0.62916], [-1.16769, -0.54936, 1.44827], [0.51082, 0.30061, 2.27878], [0.35884, 1.43329, -0.60049], [-1.66323, -0.99248, -1.04928], [-0.75893, 0.12203, -2.17467]],
  "nbo_charge": [-0.61, -0.43, -0.34, -0.54, 0.17, 0.21, 0.20, 0.21, 0.23, 0.23, 0.24, 0.24, 0.20]
}

=====

4.
{
  "formula": "C19H63FN2O15P2S",
  "method": "the ωB97M-V functional and the def2-TZVPD basis",
  "charge": -2,
  "gap_ev": 4.77,
  "multiplicity": 1,
  "e_tot_ha": -3180.360504,
  "homo_ev": -1.28,
  "symbols": ["C", "C", "P", "N", "C", "C", "C", "C", "C", "P", "N", "C", "O", "O", "S", "O", "O", "F", "H", "H", "H", "H", "H", "H", "H", "H", "H", "H", "H", "H", "H", "H", "H", "H", "H", "H", "H", "C", "O", "H", "H", "H", "H", "C", "O", "H", "H", "H", "H", "C", "O", "H", "H", "H", "H", "C", "O", "H", "H", "H", "H", "C", "O", "H", "H", "H", "H", "C", "O", "H", "H", "H", "H", "C", "O", "H", "H", "H", "H", "C", "O", "H", "H", "H", "H", "C", "O", "H", "H", "H", "H", "C", "O", "H", "H", "H", "H", "C", "O", "H", "H", "H", "H"],
  "coordinates": [[0.19762, 0.85185, -1.67208], [1.44693, 0.51614, -1.37148], [2.02781, -0.95721, -0.34061], [3.77762, -0.44450, -0.65668], [0.28453, -1.41867, 0.28300], [-0.43939, -2.48542, -0.52150], [-1.77007, -2.85777, 0.13845], [-2.73718, -1.68914, 0.37057], [-2.78481, -1.28650, 1.85518], [2.77502, -2.56903, 1.15753], [1.96360, -3.94063, 1.23941], [2.15102, -2.17652, -1.83773], [1.64252, -1.82798, -2.90921], [2.84766, -3.19655, -1.61606], [2.24485, 0.77531, 1.48690], [2.39096, 2.12814, 0.97006], [1.18435, 0.70189, 2.47948], [3.63713, 0.57389, 2.37540], [-0.07259, 1.86482, -1.94145], [-0.60960, 0.13487, -1.64526], [2.23545, 1.16037, -1.73554], [4.11904, -0.90103, -1.49191], [4.40633, -0.65513, 0.10845], [0.42503, -1.83386, 1.28515], [-0.35368, -0.55576, 0.45807], [-0.65342, -2.14646, -1.53191], [0.14574, -3.39717, -0.55639], [-2.24327, -3.55889, -0.55639], [-1.59127, -3.42582, 1.04922], [-3.72457, -1.91776, -0.00289], [-2.37554, -0.83042, -0.18637], [-2.26765, -0.34933, 2.02664], [-2.27967, -2.02274, 2.47451], [-3.80230, -1.21223, 2.24072], [4.15098, -2.82086, 0.98199], [2.69452, -1.93968, 2.42731], [2.57195, -4.70328, 0.97532], [-7.17737, -2.45846, -0.66507], [-5.81902, -2.86262, -0.74176], [-7.19130, -1.41184, -0.37185], [-7.67831, -2.56795, -1.63203], [-7.71253, -3.05411, 0.08310], [-5.79295, -3.78752, -1.00089], [1.97071, -3.98343, 5.48077], [1.63513, -2.96492, 4.56576], [1.56824, -4.91095, 5.07973], [3.05616, -4.09390, 5.58940], [1.53441, -3.80846, 6.47345], [1.98629, -2.12901, 4.88493], [2.24570, 5.53465, 0.57862], [0.91418, 5.03660, 0.62577], [2.21152, 6.58492, 0.29078], [2.73382, 5.45280, 1.55257], [2.81563, 4.97295, -0.16358], [0.98884, 4.09750, 0.85402], [5.37233, 2.32513, -2.54177], [5.63669, 1.63423, -1.33610], [6.30883, 2.77412, -2.88312], [5.00747, 1.64201, -3.31152], [4.63707, 3.12595, -2.39443], [4.78561, 1.23071, -1.05961], [2.84829, -3.27868, -5.82546], [3.31322, -4.35674, -5.02920], [3.05937, -3.49777, -6.87440], [1.77456, -3.13211, -5.69103], [3.35287, -2.34991, -5.54391], [3.10969, -4.11433, -4.11007], [6.50604, 1.15636, -5.90106], [5.17215, 0.83593, -5.55106], [6.91694, 1.74272, -5.08323], [7.11784, 0.25745, -6.02823], [6.55473, 1.75125, -6.82082], [4.78773, 0.31060, -6.25761], [1.75387, 4.29206, 4.05340], [3.07379, 3.79767, 4.09004], [1.78360, 5.32744, 4.39273], [1.37588, 4.23963, 3.03165], [1.09681, 3.72005, 4.71725], [3.02556, 2.87974, 3.77493], [-7.30721, -3.52944, 3.18885], [-5.98313, -3.02948, 3.14797], [-7.58171, -3.60662, 4.23879], [-8.00773, -2.85000, 2.69135], [-7.37297, -4.52204, 2.73062], [-5.69382, -2.94404, 2.23235], [-3.16337, 2.14873, 2.54662], [-2.39725, 2.09891, 1.35293], [-4.18851, 1.89480, 2.28425], [-2.79968, 1.42807, 3.28207], [-3.14593, 3.15007, 2.99260], [-1.48356, 2.31000, 1.57649], [-5.01468, 1.61481, -1.53370], [-3.77266, 1.18736, -1.02781], [-5.37752, 0.83935, -2.20734], [-5.75714, 1.75801, -0.73571], [-4.92784, 2.55232, -2.09690], [-3.42753, 1.85243, -0.42026], [-2.77556, 4.99631, -0.34788], [-2.04240, 4.95220, -1.56236], [-3.81385, 4.76010, -0.58087], [-2.38904, 4.26210, 0.36331], [-2.72919, 5.99476, 0.10423], [-1.12350, 5.13461, -1.33060]],
  "lowdin_charge": [-0.05, -0.28, 0.62, -0.19, -0.35, -0.25, -0.22, -0.23, -0.09, 0.64, -0.34, -0.83, -0.07, -0.14, 0.57, -0.42, -0.42, -0.33, 0.04, 0.04, 0.05, 0.04, 0.00, 0.05, 0.05, 0.10, 0.09, 0.09, 0.10, 0.06, 0.08, 0.04, 0.07, 0.05, -0.04, -0.06, -0.07, -0.16, -0.12, 0.08, 0.07, 0.06, 0.08, -0.19, -0.14, 0.07, 0.07, 0.06, 0.07, -0.15, -0.15, 0.07, 0.07, 0.08, 0.04, -0.18, -0.16, 0.06, 0.06, 0.07, 0.02, -0.19, -0.14, 0.06, 0.07, 0.07, 0.06, -0.17, -0.12, 0.06, 0.08, 0.07, 0.07, -0.18, -0.13, 0.07, 0.05, 0.08, 0.06, -0.18, -0.12, 0.07, 0.07, 0.07, 0.06, -0.15, -0.15, 0.08, 0.08, 0.07, 0.09, -0.18, -0.11, 0.07, 0.07, 0.07, 0.04, -0.17, -0.12, 0.07, 0.06, 0.07, 0.06]
}

=====

5.
{
  "formula": "C7H14EuOPS",
  "method": "the ωB97M-V functional and the def2-TZVPD basis",
  "gap_ev": [3.73, 4.86],
  "multiplicity": 7,
  "e_tot_ha": -1799.997537,
  "de_lowest_kcal_mol": 0.0,
  "homo_ev": [-3.51, -4.77],
  "s_squared": 12.05,
  "symbols": ["C", "C", "C", "C", "C", "Eu", "P", "H", "H", "H", "H", "H", "H", "H", "H", "C", "S", "C", "O", "H", "H", "H", "H", "H", "H"],
  "coordinates": [[2.48031, 0.02478, -0.66586], [2.68515, 1.10553, 0.25752], [2.62181, 0.56738, 1.58245], [2.30305, -0.82038, 1.48430], [2.21262, -1.16253, 0.10210], [0.01334, 0.43094, 0.30799], [-1.11983, -0.40603, -2.31446], [2.53608, 0.08814, -1.75515], [2.87832, 2.15167, -0.00527], [2.83321, 1.12292, 2.50155], [2.04076, -2.16101, -0.29836], [2.20057, -1.51955, 2.32005], [-0.90211, -1.73620, -2.81496], [-0.58900, 0.27933, -3.46228], [-2.50880, -0.30703, -2.68219], [-3.01081, 0.38852, 4.06830], [-2.61284, -0.45559, 2.52986], [-3.93891, 0.16434, 1.48214], [-1.35692, 0.34833, 2.10514], [-3.90812, -0.07903, 4.49813], [-3.16699, 1.45943, 3.87562], [-2.15786, 0.24494, 4.74047], [-4.72891, 0.61396, 2.09999], [-3.55851, 0.89548, 0.75553], [-4.32760, -0.72421, 0.97106]],
  "nbo_charge": [-0.41, -0.39, -0.35, -0.36, -0.39, 0.74, -0.06, 0.23, 0.23, 0.22, 0.23, 0.22, 0.01, 0.01, 0.03, -0.82, 1.25, -0.84, -1.03, 0.23, 0.25, 0.25, 0.23, 0.27, 0.24]
}

=====

6.
{
  "formula": "C2H7NO3",
  "method": "the ωB97M-V functional and the def2-TZVPD basis",
  "gap_ev": 10.29,
  "multiplicity": 1,
  "e_tot_ha": -360.877489,
  "de_lowest_kcal_mol": 22.7,
  "smiles": "NC(=O)CO.O",
  "homo_ev": -9.93,
  "symbols": ["N", "C", "O", "C", "O", "H", "H", "H", "H", "H", "O", "H", "H"],
  "coordinates": [[0.00000, 0.00000, 0.00000], [-0.56292, -1.11781, 0.30128], [-1.63005, -1.07709, 0.96843], [0.12818, -2.37933, -0.18568], [1.48758, -2.09514, -0.47083], [-0.40524, 0.86133, 0.37473], [0.91767, 0.02073, -0.45165], [-0.22131, -2.67511, -1.19356], [0.00077, -3.25145, 0.48410], [1.90434, -1.59241, 0.25990], [2.38508, -4.06812, -2.84916], [2.21628, -3.40354, -2.14341], [2.22473, -4.93670, -2.41542]],
  "nbo_charge": [-0.79, 0.61, -0.64, -0.16, -0.74, 0.42, 0.40, 0.22, 0.20, 0.47, -0.95, 0.48, 0.47]
}

=====

What did the fifth record say?
{
  "formula": "C7H14EuOPS",
  "method": "the ωB97M-V functional and the def2-TZVPD basis",
  "gap_ev": [3.73, 4.86],
  "multiplicity": 7,
  "e_tot_ha": -1799.997537,
  "de_lowest_kcal_mol": 0.0,
  "homo_ev": [-3.51, -4.77],
  "s_squared": 12.05,
  "symbols": ["C", "C", "C", "C", "C", "Eu", "P", "H", "H", "H", "H", "H", "H", "H", "H", "C", "S", "C", "O", "H", "H", "H", "H", "H", "H"],
  "coordinates": [[2.48031, 0.02478, -0.66586], [2.68515, 1.10553, 0.25752], [2.62181, 0.56738, 1.58245], [2.30305, -0.82038, 1.48430], [2.21262, -1.16253, 0.10210], [0.01334, 0.43094, 0.30799], [-1.11983, -0.40603, -2.31446], [2.53608, 0.08814, -1.75515], [2.87832, 2.15167, -0.00527], [2.83321, 1.12292, 2.50155], [2.04076, -2.16101, -0.29836], [2.20057, -1.51955, 2.32005], [-0.90211, -1.73620, -2.81496], [-0.58900, 0.27933, -3.46228], [-2.50880, -0.30703, -2.68219], [-3.01081, 0.38852, 4.06830], [-2.61284, -0.45559, 2.52986], [-3.93891, 0.16434, 1.48214], [-1.35692, 0.34833, 2.10514], [-3.90812, -0.07903, 4.49813], [-3.16699, 1.45943, 3.87562], [-2.15786, 0.24494, 4.74047], [-4.72891, 0.61396, 2.09999], [-3.55851, 0.89548, 0.75553], [-4.32760, -0.72421, 0.97106]],
  "nbo_charge": [-0.41, -0.39, -0.35, -0.36, -0.39, 0.74, -0.06, 0.23, 0.23, 0.22, 0.23, 0.22, 0.01, 0.01, 0.03, -0.82, 1.25, -0.84, -1.03, 0.23, 0.25, 0.25, 0.23, 0.27, 0.24]
}

=====

> Which value of multiplicity does entry 5 give?

7

=====

> Which value of multiplicity does entry 3 give?

1

=====

> What is the multiplicity in the first record?

1